[1]
# C64H52AsN4O2PRu

C64H52AsN4O2PRu as an isolated structure (the ωB97M-V functional and the def2-TZVPD basis, the Open Molecules 2025 dataset).

Properties
Highest occupied orbital energy (alpha / beta) in eV: -9.2 / -9.2
Charge: +1
DFT total energy in eV: -149968.3166
Spin multiplicity: 2
Energy above the lowest of the compared OMol25 structures with the same formula, charge and spin in kJ/mol: 596.86
Kohn-Sham gap (alpha / beta) in Ha: 0.1594 / 0.1621
LUMO level (alpha / beta) in eV: -4.85 / -4.83

Geometry as XYZ:
```
125
C64H52AsN4O2PRu (the ωB97M-V functional and the def2-TZVPD basis)
Ru -0.0666 -0.4122 -0.1705
C 1.9649 -1.2810 -2.8611
N 1.1772 -1.6420 -1.6903
C 0.9401 -2.8953 -1.4966
C 0.0951 -3.3399 -0.4556
C -0.3316 -4.6229 -0.1007
C -1.2503 -4.4564 0.9337
C -1.3416 -3.0808 1.1617
N -0.5335 -2.4049 0.3292
C 3.4565 -1.5187 -2.7522
C 4.2136 -1.5953 -3.9181
C 5.5881 -1.7565 -3.8559
C 6.2218 -1.8525 -2.6250
C 5.4726 -1.7887 -1.4611
C 4.0964 -1.6218 -1.5270
H 1.7980 -0.2254 -3.0573
H 1.5972 -1.8327 -3.7323
H 1.3606 -3.6489 -2.1648
H -0.0123 -5.5479 -0.5553
H -1.7984 -5.2248 1.4550
H -1.9584 -2.5690 1.8876
H 3.7222 -1.5284 -4.8829
H 6.1663 -1.8133 -4.7692
H 7.2955 -1.9791 -2.5766
H 5.9561 -1.8692 -0.4980
H 3.5112 -1.5821 -0.6198
O -5.5752 -1.1033 -4.0942
C -6.0070 -0.3255 -2.9941
C -4.7977 -0.0643 -2.1081
C -5.1058 0.9670 -1.0497
C -3.0080 -0.9397 -0.6754
N -1.9639 -0.2987 -1.4423
C -2.3363 0.3568 -2.5487
C -3.6738 0.5194 -2.8959
C -1.3207 0.8841 -3.5050
C -1.7008 1.2239 -4.8034
C -0.7759 1.7710 -5.6780
C -1.2026 2.1932 -7.0644
O -2.2605 1.4145 -7.5848
C 0.5258 1.9192 -5.2247
C 0.8281 1.4867 -3.9454
N -0.0617 0.9811 -3.1002
H -6.3005 -1.2102 -4.7156
H -6.7707 -0.8477 -2.4081
H -6.4273 0.6344 -3.3196
H -5.8359 1.7327 -1.2890
H -2.5807 -1.8458 -0.2596
H -3.9462 1.1277 -3.7457
H -2.7039 1.0412 -5.1598
H -0.3378 2.1986 -7.7352
H -1.5863 3.2143 -7.0185
H -1.9450 0.5212 -7.7543
H 1.2916 2.3446 -5.8609
H 1.8469 1.5585 -3.5861
C -3.1309 2.3366 5.4751
C -4.1391 1.8933 4.6342
C -3.8377 1.3189 3.4084
C -2.5112 1.2016 2.9926
C -1.5048 1.6330 3.8576
C -1.8080 2.1929 5.0872
P -1.9287 0.6535 1.3323
C -3.4666 -0.0727 0.5334
C -4.4650 0.9820 0.1106
C -4.2605 -1.3464 -1.4459
C -5.2156 -2.0166 -0.5087
C -5.0788 -1.9195 0.8585
C -4.1776 -1.0498 1.4445
C -1.6139 2.3376 0.6515
C -2.4609 3.4010 0.8663
C -2.1141 4.6958 0.4484
C -0.8820 4.9430 -0.0878
C 0.0571 3.8989 -0.2349
C 1.3886 4.1519 -0.6456
C 2.2977 3.1349 -0.7129
C 1.8938 1.8060 -0.4599
C 0.5914 1.5087 -0.1263
C -0.3316 2.5692 0.0875
H -3.3770 2.7859 6.4282
H -5.1762 1.9948 4.9271
H -4.6568 0.9637 2.8029
H -0.4745 1.5397 3.5482
H -1.0074 2.5184 5.7370
H -4.7275 1.7372 0.8346
H -3.9982 -2.0438 -2.2467
H -5.9716 -2.6627 -0.9352
H -5.6886 -2.5471 1.4978
H -3.9885 -1.0679 2.5083
H -3.3972 3.2666 1.3884
H -2.8187 5.5042 0.5960
H -0.5952 5.9482 -0.3730
H 1.6783 5.1696 -0.8789
H 3.3269 3.3380 -0.9867
H 2.6174 1.0068 -0.5961
C 1.8435 2.3518 5.3774
C 1.9420 2.8356 4.0798
C 1.8864 1.9581 3.0085
C 1.7373 0.5895 3.2293
C 1.6302 0.1102 4.5285
C 1.6804 0.9923 5.5993
As 1.8245 -0.6068 1.6879
C 3.7749 -0.4563 1.5728
C 4.5237 0.6554 1.2252
C 5.9067 0.6135 1.3347
C 6.5342 -0.5395 1.7846
C 5.7857 -1.6531 2.1357
C 4.3990 -1.6201 2.0358
C 3.4887 -2.6817 2.4996
C 3.8749 -3.9283 2.9765
C 2.9306 -4.7852 3.5208
C 1.6031 -4.3950 3.6202
C 1.2034 -3.1640 3.1205
C 2.1338 -2.3235 2.5335
H 1.8957 3.0358 6.2151
H 2.0617 3.8964 3.9005
H 1.9470 2.3376 1.9939
H 1.5141 -0.9507 4.7100
H 1.6000 0.6130 6.6098
H 4.0369 1.5642 0.8924
H 6.4944 1.4852 1.0784
H 7.6128 -0.5700 1.8674
H 6.2826 -2.5406 2.5060
H 4.9118 -4.2351 2.9287
H 3.2350 -5.7560 3.8892
H 0.8758 -5.0490 4.0831
H 0.1736 -2.8543 3.2075
```

***

[2]
# C64H53Cl2N8O2P2Ti

C64H53Cl2N8O2P2Ti as an isolated structure (the ωB97M-V functional and the def2-TZVPD basis, the Open Molecules 2025 dataset).

Properties
Highest occupied orbital energy (alpha / beta) in eV: -2.8 / -2.8
Charge: -1
DFT total energy in eV: -149983.8158
Kohn-Sham gap (alpha / beta) in Ha: 0.1741 / 0.1742
LUMO level (alpha / beta) in eV: 1.98 / 1.98

Geometry as XYZ:
```
132
C64H53Cl2N8O2P2Ti (the ωB97M-V functional and the def2-TZVPD basis)
Ti -0.2011 1.0960 0.3299
Cl -4.2219 5.9430 -2.4283
C -2.8274 5.0876 -1.8232
C -3.0290 3.9749 -1.0378
C -1.9500 3.2364 -0.5411
N -2.0631 2.0449 0.2329
C -3.1587 1.9308 1.0581
O -4.0056 2.7913 1.2275
C -3.3919 0.6501 1.8895
C -4.1151 0.8060 3.0713
C -4.4085 -0.3140 3.8237
C -3.9973 -1.5600 3.3732
C -3.2902 -1.6185 2.1851
N -2.9905 -0.5382 1.4701
C -0.6475 3.6332 -0.8675
C -0.4601 4.7965 -1.6211
C -1.5311 5.5102 -2.1041
Cl -1.2231 6.9183 -3.0803
N 0.3951 2.7690 -0.4933
C 1.7545 3.2790 -0.5238
O 1.9364 4.4312 -0.1774
C 2.8359 2.4055 -0.9872
C 4.7401 0.9904 -0.0610
C 5.4821 0.5403 -1.2803
C 4.8794 0.5695 -2.4810
C 3.5088 0.9328 -2.7616
N 2.6269 1.6238 -2.0363
H -4.0400 3.6838 -0.8076
H -4.4293 1.7964 3.3627
H -4.9546 -0.2169 4.7541
H -4.2148 -2.4659 3.9246
H -2.9517 -2.5697 1.7799
H 0.5386 5.1427 -1.8289
H 5.4328 1.0652 0.7781
H 6.5291 0.2652 -1.2023
H 5.4271 0.1930 -3.3436
H 3.1150 0.5663 -3.7029
N -1.3148 0.1583 -2.3970
P -1.8981 -0.4606 -0.9471
C -3.6862 -0.1675 -1.3312
C -4.7048 -1.0383 -0.9431
C -6.0269 -0.7687 -1.2570
C -6.3579 0.3838 -1.9640
C -5.3535 1.2434 -2.3756
C -4.0255 0.9618 -2.0703
C -1.8301 -2.2952 -1.1377
C -2.2795 -2.9385 -2.2882
C -2.1396 -4.3105 -2.4282
C -1.5678 -5.0644 -1.4070
C -1.1308 -4.4367 -0.2503
C -1.2588 -3.0575 -0.1244
P 0.3802 0.6113 -2.3736
C 0.9829 -0.9355 -3.1866
C 1.2908 -1.0805 -4.5380
C 1.6315 -2.3221 -5.0580
C 1.6672 -3.4419 -4.2362
C 1.3628 -3.3092 -2.8893
C 1.0288 -2.0646 -2.3777
C 0.2351 1.7973 -3.7972
C 0.8982 3.0202 -3.8472
C 0.6577 3.9291 -4.8720
C -0.2360 3.6280 -5.8856
C -0.8781 2.3972 -5.8763
C -0.6462 1.5019 -4.8436
H -1.7940 -0.1066 -3.2475
H -4.4640 -1.9451 -0.4037
H -6.8016 -1.4602 -0.9495
H -7.3935 0.6060 -2.1900
H -5.5927 2.1448 -2.9264
H -3.2461 1.6380 -2.3989
H -2.7382 -2.3662 -3.0879
H -2.4773 -4.7960 -3.3356
H -1.4637 -6.1370 -1.5176
H -0.6811 -5.0176 0.5473
H -0.9004 -2.5515 0.7674
H 1.2853 -0.2179 -5.1911
H 1.8791 -2.4125 -6.1093
H 1.9324 -4.4099 -4.6440
H 1.3929 -4.1727 -2.2348
H 0.8000 -1.9574 -1.3272
H 1.6180 3.2685 -3.0831
H 1.1714 4.8825 -4.8647
H -0.4331 4.3435 -6.6747
H -1.5674 2.1326 -6.6688
H -1.1483 0.5437 -4.8888
C 4.4095 -1.9095 4.3160
C 3.3776 -2.9967 4.1852
C 3.4471 -4.1673 4.9268
C 2.4848 -5.1652 4.8169
C 1.4425 -5.0025 3.9211
C 1.3593 -3.8487 3.1510
C 2.3032 -2.8335 3.2981
N 2.2452 -1.6453 2.5652
C 1.1498 -1.0536 2.0104
N -0.1155 -1.2452 2.5668
C -0.5774 -0.0134 3.1917
C -0.6224 1.1406 2.4148
C -0.9749 2.3188 3.0807
C -1.2888 2.3324 4.4304
C -1.2637 1.1478 5.1553
C -0.8877 -0.0482 4.5532
C -0.8025 -1.3226 5.3536
N 1.2676 -0.1517 1.0962
C 2.5439 0.5491 1.0203
C 2.3932 1.7062 1.8348
C 3.2957 2.8297 1.9486
C 4.1308 3.2354 0.9879
C 4.1827 2.4974 -0.3151
C 3.5876 0.0476 0.3022
C 3.6064 -1.3534 -0.2437
H 5.1121 -2.1401 5.1156
H 3.9419 -0.9458 4.5309
H 4.9847 -1.7846 3.3936
H 4.2748 -4.2935 5.6159
H 2.5599 -6.0640 5.4157
H 0.6982 -5.7798 3.7993
H 0.5861 -3.7634 2.3957
H 3.1139 -1.2160 2.2415
H -0.1441 -2.0223 3.2084
H -1.0062 3.2511 2.5256
H -1.5680 3.2600 4.9164
H -1.5169 1.1484 6.2108
H -0.9944 -1.1206 6.4071
H 0.1872 -1.7845 5.2822
H -1.5369 -2.0651 5.0225
H 1.5991 1.6452 2.5604
H 3.2008 3.4293 2.8504
H 4.7619 4.1043 1.1348
H 4.8967 2.9578 -0.9976
H 3.7339 -1.3857 -1.3259
H 2.6975 -1.8967 0.0032
H 4.4457 -1.9213 0.1865
```

***

> The lowest charge belongs to which entry?

C64H53Cl2N8O2P2Ti

***

> The highest DFT total energy belongs to which entry?

C64H52AsN4O2PRu

***

> The lowest charge belongs to which entry?

C64H53Cl2N8O2P2Ti